Model i:
The following is a quantum chemistry calculation of the molecule C5H7N3O2, from the OMol25 dataset.

The value obtained for the frontier orbital gap is 9.05 eV. The calculation puts the lowest unoccupied orbital energy at 0.50 eV.

```
! wB97M-V def2-TZVPD RIJCOSX def2/J DEFGRID3
* xyz 0 1
O -0.389 -0.840 -3.691
N -0.247 -0.896 0.912
O -0.002 -0.151 2.214
C -0.192 -0.392 -2.573
C 0.702 0.954 -0.225
C 0.771 1.558 -1.435
C 0.079 -0.303 -0.180
N 0.295 0.869 -2.549
N -0.228 -0.986 -1.324
C -0.460 -0.656 3.389
H 0.955 1.520 0.708
H 1.374 2.425 -1.643
H -0.172 1.462 -3.276
H -0.480 -1.980 -1.272
H -1.237 -1.362 3.010
H 0.224 -1.277 3.988
H -0.992 0.055 3.947
*
```

Here are the Löwdin charges for atoms 1 to 6, given in e: 0.069 0.145 -0.212 -0.528 -0.011 -0.053

---

Model ii:
The following is a quantum chemistry calculation of the molecule C5H7N3O2, from the OMol25 dataset.

The value obtained for the frontier orbital gap is 8.67 eV. The calculation puts the lowest unoccupied orbital energy at 0.73 eV.

```
! wB97M-V def2-TZVPD RIJCOSX def2/J DEFGRID3
* xyz 0 1
C 0.108 -1.421 -0.331
C 0.743 -0.301 -0.609
C -1.735 -0.577 0.655
C -0.576 1.424 0.455
C 1.037 1.966 -1.344
N -1.060 -1.537 0.322
N 0.364 1.083 -0.335
N -3.791 -1.613 1.179
O -0.940 2.445 0.938
O -2.860 -0.501 1.185
H 0.527 -2.385 -0.433
H 1.740 -0.415 -0.877
H 0.449 2.043 -2.329
H 1.029 3.025 -1.029
H 1.995 1.512 -1.484
H -3.194 -2.337 0.689
H -4.095 -1.781 2.166
*
```

Here are the Löwdin charges for atoms 1 to 6, given in e: -0.159 -0.068 -0.268 -0.283 -0.002 0.064

---

Model iii:
The following is a quantum chemistry calculation of the molecule C5H7N3O2, from the OMol25 dataset.

The value obtained for the frontier orbital gap (spin up / spin down) is 7.43 / 7.29 eV. The calculation puts the lowest unoccupied orbital energy (spin up / spin down) at -0.25 / -0.32 eV.

```
! wB97M-V def2-TZVPD RIJCOSX def2/J DEFGRID3
* xyz 0 1
C 1.565 0.117 0.890
C 1.562 -1.266 0.749
C 0.334 0.866 0.007
C -0.174 -1.457 -0.858
C -0.595 0.065 -0.736
N 0.836 -1.927 -0.026
N 0.335 2.277 0.098
N -2.031 0.075 0.040
O -2.304 1.109 0.538
O -2.604 -0.974 -0.047
H 2.352 0.734 1.326
H 2.253 -1.780 1.420
H -1.034 -2.046 -0.478
H -0.126 -1.613 -1.954
H -0.699 0.376 -1.715
H 0.856 2.791 0.811
H -0.525 2.655 -0.064
*
```

Here are the Löwdin charges for atoms 1 to 6, given in e: 0.038 -0.283 -0.134 -0.177 -0.116 0.006

---

Relative to the most stable structure, the computed energies are model i 0.0; model ii 73.2; model iii 86.3, all in kcal/mol.

---

Model i:
The following is a quantum chemistry calculation of a 2-piece molecular cluster, CHF3O overall, from the OMol25 dataset.

The value obtained for the frontier orbital gap (spin up / spin down) is 9.81 / 8.36 eV. The calculation puts the lowest unoccupied orbital energy (spin up / spin down) at -0.46 / -1.16 eV.

```
! wB97M-V def2-TZVPD RIJCOSX def2/J DEFGRID3
* xyz 0 1
C -0.674 -0.205 0.075
O 1.499 0.540 0.522
F -0.745 -1.451 0.398
F -1.391 0.517 0.812
F 1.901 0.588 -0.773
H -0.589 0.011 -1.034
*
```

So, what does the Löwdin scheme give us? The charges, in e, come out as: -0.219 -0.119 0.164 0.199 -0.195 0.170

---

Model ii:
The following is a quantum chemistry calculation of a 2-piece molecular cluster, CHF3O overall, from the OMol25 dataset.

The value obtained for the frontier orbital gap is 13.52 eV. The calculation puts the lowest unoccupied orbital energy at 0.56 eV.

```
! wB97M-V def2-TZVPD RIJCOSX def2/J DEFGRID3
* xyz 0 1
C 2.593 -0.137 -0.081
O 2.858 -1.284 -0.208
F 0.100 -0.229 0.330
F 2.008 0.577 -1.059
F 2.718 0.608 0.973
H 0.315 -0.932 -0.235
*
```

So, what does the Löwdin scheme give us? The charges, in e, come out as: -0.591 0.195 -0.036 0.133 0.211 0.087

---

Relative to the most stable structure, the computed energies are model i 157.0; model ii 0.0, all in kcal/mol.

---

Model i:
The following is a quantum chemistry calculation of an isolated ion of composition C9H15N2O and charge +1, from the OMol25 dataset.

The value obtained for the frontier orbital gap is 9.88 eV. The calculation puts the lowest unoccupied orbital energy at -3.15 eV.

```
! wB97M-V def2-TZVPD RIJCOSX def2/J DEFGRID3
* xyz 1 1
C -0.067 0.829 0.937
C -1.097 0.220 0.360
C 2.139 1.095 -0.469
C -0.658 -0.846 -0.577
C 1.657 0.260 -1.622
C 1.265 0.249 0.580
C 0.917 -0.712 -0.597
C -3.295 1.121 -0.369
C -2.555 0.224 0.683
N 2.029 -0.187 1.765
N 1.694 -1.948 -0.482
O 2.976 1.909 -0.227
H -0.111 1.659 1.703
H -0.960 -1.832 -0.390
H -1.006 -0.673 -1.706
H 1.187 0.707 -2.399
H 2.514 -0.370 -1.970
H -3.024 2.195 -0.158
H -4.409 1.021 -0.093
H -3.235 0.832 -1.522
H -3.000 -0.700 0.637
H -2.975 0.687 1.644
H 1.573 -0.008 2.579
H 2.932 0.386 1.774
H 2.217 -2.284 -1.290
H 1.003 -2.686 -0.423
H 2.288 -1.148 1.629
*
```

Here are the Löwdin charges for atoms 1 to 6, given in e: 0.037 -0.226 -0.276 -0.037 0.048 -0.296

---

Model ii:
The following is a quantum chemistry calculation of an isolated ion of composition C9H15N2O and charge +1, from the OMol25 dataset.

The value obtained for the frontier orbital gap is 9.72 eV. The calculation puts the lowest unoccupied orbital energy at -3.15 eV.

```
! wB97M-V def2-TZVPD RIJCOSX def2/J DEFGRID3
* xyz 1 1
C 2.576 1.749 -1.139
C 1.659 1.283 -2.140
C 2.100 1.583 0.173
C 0.481 0.651 -1.770
C 0.951 0.912 0.580
C 0.201 0.371 -0.440
C -2.050 0.812 1.729
C -0.424 -1.991 -0.069
C -0.900 -0.533 0.092
N -2.052 -0.624 -1.058
N 0.657 -2.131 1.018
O -1.337 -0.397 1.405
H 3.491 2.294 -1.291
H 1.859 1.324 -3.245
H 2.673 2.081 0.896
H -0.125 0.153 -2.530
H 0.698 0.922 1.631
H -1.897 1.259 2.758
H -3.206 0.596 1.568
H -1.630 1.626 1.227
H 0.123 -2.197 -1.083
H -1.229 -2.673 0.009
H -2.370 0.206 -1.515
H -2.797 -0.968 -0.579
H 1.395 -1.487 0.720
H 0.977 -3.134 1.133
H 0.177 -1.687 1.920
*
```

Here are the Löwdin charges for atoms 1 to 6, given in e: -0.021 -0.040 -0.068 -0.040 -0.059 -0.207

---

Relative to the most stable structure, the computed energies are model i 10.3; model ii 0.0, all in kcal/mol.